Molecular formula: C4H8N2S
Method: DFT, the ωB97M-V functional and the def2-TZVPD basis

The calculation puts the strongest force on any atom at 2.475 eV/Å. The multiplicity is 1. The calculation puts the orbital gap at 9.33 eV. The HOMO energy is -8.42 eV. As for the structure (SMILES): C/C(=N\N)[C@@H]1CS1. Its energy relative to the best compared isomer or geometry (same formula, charge and spin) is 2.290 eV. As for the calculated total energy: -664.84860 a.u. Its net charge is 0.

Geometry (Å):
H1 -0.1689 -0.5445 3.0009
H2 -0.0851 -2.3935 -0.2182
S1 -0.7568 2.3195 -1.1746
N1 -0.0831 -0.8799 2.0597
H3 -0.6143 -1.5901 -1.6482
C1 -0.6468 -1.5396 -0.5683
H4 1.7969 2.5690 -1.0808
H5 -0.8521 -1.5155 1.9081
H6 0.6007 0.4123 -2.0296
C2 0.3406 0.8381 -1.0814
N2 0.1672 0.0713 1.1446
H7 1.0117 2.0851 0.5212
H8 -1.7108 -1.6205 -0.2317
C3 1.0062 2.0155 -0.5285
C4 -0.0053 -0.2273 -0.0731

And the Mulliken charges, in e, turn out to be:
1 H 0.25
2 H 0.39
3 S -0.17
4 N -0.64
5 H 0.34
6 C -1.43
7 H 0.30
8 H 0.19
9 H 0.46
10 C -0.14
11 N -0.12
12 H 0.30
13 H 0.33
14 C -0.80
15 C 0.76